Computed, not measured: a 2-piece molecular cluster, C5H13N overall in a non-equilibrium geometry, with wB97M-V/def2-TZVPD.

Last column: Löwdin spin population.
CARTESIAN COORDINATES (ANGSTROEM)
1 H -4.286 2.034 -0.658  0.02
2 C -2.798 -0.595 0.057  0.07
3 H -2.162 -0.152 -0.721  0.00
4 H -4.992 -0.669 -0.158  0.05
5 H -3.772 0.947 -1.852  0.01
6 C -4.197 0.071 0.040  0.11
7 H -4.470 0.536 0.989  0.00
8 H 2.347 1.188 1.211  0.00
9 H -2.854 -1.662 -0.095  0.00
10 H 4.599 1.306 0.536  0.00
11 C 4.106 0.341 0.477  0.00
12 H 5.517 -0.374 -0.910  0.00
13 C 4.881 -0.790 -0.135  0.00
14 H 5.510 -1.301 0.586  0.00
15 C 2.813 0.319 0.761  0.00
16 N -4.271 1.060 -0.965  0.71
17 H -2.295 -0.327 0.990  0.01
18 H 2.137 -0.488 0.501  0.00
19 H 4.188 -1.445 -0.654  0.00

As for the LUMO energy (alpha / beta): -3.72 / -8.82 eV. The calculated total energy is -6875.8199 eV. The highest occupied orbital energy (alpha / beta) is -11.53 / -11.53 eV. As for the largest force on an atom: 1.5 eV/A. Its net charge is +1. The spin multiplicity is 2. As for the frontier orbital gap (alpha / beta): 7.812 / 2.707 eV.

***

Computed, not measured: C5H13N2 in the gas phase in a non-equilibrium geometry, with wB97M-V/def2-TZVPD.

Last column: Löwdin spin population.
CARTESIAN COORDINATES (ANGSTROEM)
1 H 1.071 2.106 1.594  0.05
2 H 1.648 1.100 -0.341  0.01
3 H -0.696 1.956 2.134  0.04
4 H 0.600 1.858 -2.268  0.00
5 H 0.160 -2.373 -0.805  0.00
6 H -2.209 0.083 0.800  0.00
7 H 1.567 0.421 -2.521  0.00
8 C -0.751 -1.473 0.851  0.03
9 N 0.827 0.560 -0.592  0.04
10 H -1.458 -2.307 0.827  0.01
11 C -0.287 0.929 0.318  0.33
12 C 0.668 0.806 -2.043  0.02
13 C 0.092 1.666 1.456  0.38
14 H -1.710 -0.315 -0.751  0.01
15 H -0.385 -1.360 1.875  0.01
16 H 1.053 -0.562 -0.323  0.01
17 C -1.292 -0.186 0.252  0.05
18 N 0.444 -1.850 0.022  0.01
19 H 1.030 -2.530 0.503  0.00
20 H -0.173 0.235 -2.408  0.00

As for the LUMO energy (alpha / beta): 0.70 / 0.61 eV. The calculated total energy is -8371.8754 eV. The highest occupied orbital energy (alpha / beta) is -3.46 / -7.15 eV. As for the largest force on an atom: 1.9 eV/A. The spin multiplicity is 2. As for the frontier orbital gap (alpha / beta): 4.157 / 7.755 eV.

***

Computed, not measured: a 2-piece molecular cluster, C5H13N2 overall in a non-equilibrium geometry, with wB97M-V/def2-TZVPD.

Last column: Mulliken charge in e.
CARTESIAN COORDINATES (ANGSTROEM)
1 H -2.994 0.135 -0.295  0.30
2 H 3.002 1.466 1.235  0.33
3 C -1.227 1.428 -0.856  -1.05
4 H -1.371 2.278 -0.154  0.33
5 C 2.084 0.757 1.177  -0.85
6 C -1.850 0.172 -0.366  0.32
7 H -3.005 -1.786 0.685  0.32
8 C -1.923 -1.950 0.544  -0.80
9 H 3.778 0.248 -0.809  0.26
10 N -1.275 -0.887 0.013  0.11
11 H -1.631 -2.775 -0.032  0.33
12 H -0.267 -0.915 -0.125  0.24
13 H -1.916 1.605 -1.725  0.36
14 H -1.477 -2.054 1.506  0.36
15 N 1.775 0.026 -0.022  -0.20
16 H 2.404 -0.592 -1.854  0.26
17 H -0.187 1.499 -1.370  0.25
18 C 2.710 -0.121 -0.898  -0.37
19 H 2.187 0.017 2.003  0.28
20 H 1.185 1.450 1.342  0.22

As for the LUMO energy: -3.97 eV. The calculated total energy is -8367.6818 eV. The highest occupied orbital energy is -13.83 eV. As for the largest force on an atom: 4.2 eV/A. Its net charge is +1. The spin multiplicity is 1. As for the frontier orbital gap: 9.856 eV.

***

Computed, not measured: an isolated ion of composition C5H13N2 and charge +1 in a non-equilibrium geometry, with wB97M-V/def2-TZVPD.

Last column: Mulliken charge in e.
CARTESIAN COORDINATES (ANGSTROEM)
1 H -1.913 0.670 1.058  0.34
2 H 0.730 2.068 -0.545  0.36
3 C 0.245 0.482 0.925  -0.40
4 H -1.004 -2.138 0.663  0.34
5 H 0.338 -0.884 -2.398  0.35
6 H 1.478 -2.035 -1.175  0.29
7 H -0.912 0.423 -1.908  0.50
8 H 0.946 2.567 1.216  0.39
9 H 0.878 0.662 -2.206  0.50
10 N 0.398 2.002 0.503  -0.36
11 H 1.745 -1.950 0.480  0.29
12 C -1.146 -0.003 1.356  -0.59
13 C 0.334 -0.572 -0.322  1.26
14 N 1.507 -1.351 -0.379  -0.66
15 H -0.562 2.408 0.575  0.38
16 H -1.122 -0.286 2.409  0.28
17 C -1.114 -1.181 0.317  -0.96
18 C 0.001 0.007 -1.763  -1.91
19 H -1.949 -1.188 -0.466  0.27
20 H 1.123 0.297 1.658  0.33

As for the LUMO energy: -3.52 eV. The calculated total energy is -8367.5695 eV. The highest occupied orbital energy is -12.94 eV. As for the largest force on an atom: 7.0 eV/A. Its net charge is +1. The spin multiplicity is 1. Its SMILES is C[C@]1(N)CC[C@@H]1[NH3+]. As for the frontier orbital gap: 9.429 eV.

***

Computed, not measured: a 2-piece molecular cluster, C5H13N2 overall in a non-equilibrium geometry, with wB97M-V/def2-TZVPD.

Last column: Mulliken charge in e.
CARTESIAN COORDINATES (ANGSTROEM)
1 H 0.262 2.187 1.665  0.28
2 H -0.735 0.702 -2.022  0.30
3 C -1.495 -0.764 -0.735  -0.32
4 H -1.832 1.293 -0.893  0.29
5 H -2.337 -1.020 -1.407  0.40
6 C -1.974 -0.890 0.720  -1.01
7 C 2.139 -0.770 -0.936  -0.73
8 N 1.155 0.857 0.490  0.00
9 C 2.216 -0.011 0.171  0.08
10 H 3.008 -0.144 0.881  0.34
11 H -1.153 -0.543 1.382  0.25
12 H 1.959 1.633 2.257  0.27
13 H 0.137 0.840 -0.191  0.30
14 H -2.297 -1.893 1.025  0.35
15 C 1.184 1.642 1.499  -0.19
16 N -1.024 0.653 -1.002  -0.63
17 H 2.999 -1.365 -1.178  0.27
18 H 1.258 -0.809 -1.607  0.19
19 H -2.811 -0.182 0.865  0.31
20 H -0.659 -1.417 -0.984  0.24

As for the LUMO energy: -4.35 eV. The calculated total energy is -8368.3906 eV. The highest occupied orbital energy is -14.23 eV. As for the largest force on an atom: 2.0 eV/A. Its net charge is +1. The spin multiplicity is 1. As for the frontier orbital gap: 9.880 eV.

***

Computed, not measured: an isolated ion of composition C5H13N2 and charge +1 in a non-equilibrium geometry, with wB97M-V/def2-TZVPD.

Last column: Mulliken charge in e.
CARTESIAN COORDINATES (ANGSTROEM)
1 H 1.099 -1.824 -0.585  0.22
2 H -0.263 1.943 0.736  0.51
3 C -0.966 -0.777 -1.263  -1.94
4 H 2.900 0.937 0.311  0.27
5 H -1.821 1.532 0.296  0.42
6 H -0.733 0.080 2.260  0.29
7 C -0.794 1.433 -0.016  -1.93
8 C 1.150 -0.043 0.048  0.45
9 N 1.999 0.811 0.608  -0.38
10 H -2.073 -0.549 1.244  0.49
11 C -0.441 -0.044 -0.007  1.67
12 H 1.686 1.775 0.943  0.27
13 H 2.646 -1.305 -0.774  0.27
14 H -0.991 -1.895 -1.490  0.41
15 N 1.646 -1.053 -0.648  -0.35
16 H -0.666 2.046 -0.864  0.40
17 C -1.043 -0.566 1.325  -1.49
18 H -0.775 -1.579 1.299  0.44
19 H -0.564 -0.313 -2.109  0.50
20 H -1.994 -0.608 -1.313  0.48

As for the LUMO energy: -3.56 eV. The calculated total energy is -8368.9667 eV. The highest occupied orbital energy is -15.80 eV. As for the largest force on an atom: 5.1 eV/A. Its net charge is +1. The spin multiplicity is 1. Its SMILES is CC(C)(C)C(N)=[NH2+]. As for the frontier orbital gap: 12.237 eV.

***

Computed, not measured: an isolated ion of composition C5H13N2 and charge +1 in a non-equilibrium geometry, with wB97M-V/def2-TZVPD.

Last column: Mulliken charge in e.
CARTESIAN COORDINATES (ANGSTROEM)
1 H -1.339 -0.393 -1.332  0.32
2 H -1.537 -1.717 0.690  0.30
3 H 1.016 0.939 -2.655  0.28
4 H -2.177 0.962 -0.455  0.37
5 C 1.965 1.094 -0.874  0.03
6 H -0.241 -0.388 2.373  0.28
7 N 0.868 1.012 -1.689  -0.20
8 H 2.930 1.236 -1.382  0.37
9 C 0.988 -0.656 0.607  -0.93
10 H -2.457 -0.528 1.514  0.37
11 N 2.040 0.363 0.197  -0.04
12 C -0.270 -0.060 1.301  -0.57
13 C -2.053 -0.134 -0.516  -1.25
14 H -0.337 0.987 1.287  0.44
15 H 1.530 -1.254 1.472  0.36
16 C -1.564 -0.613 0.809  -0.30
17 H -3.035 -0.585 -0.658  0.35
18 H 0.878 -1.474 -0.035  0.46
19 H -0.097 0.778 -1.431  0.06
20 H 2.890 0.431 0.778  0.30

As for the LUMO energy: -4.32 eV. The calculated total energy is -8368.4814 eV. The highest occupied orbital energy is -14.90 eV. As for the largest force on an atom: 5.2 eV/A. Its net charge is +1. The spin multiplicity is 1. Its SMILES is CCCCNC=[NH2+]. As for the frontier orbital gap: 10.584 eV.

***

Computed, not measured: a 2-piece molecular cluster, C5H13N2 overall in a non-equilibrium geometry, with wB97M-V/def2-TZVPD.

Last column: Mulliken charge in e.
CARTESIAN COORDINATES (ANGSTROEM)
1 H 0.379 -2.052 -2.441  0.28
2 H 0.174 -2.346 -0.008  0.36
3 H 1.648 -0.717 -2.168  0.31
4 H -2.483 0.117 -0.118  0.30
5 C -2.573 1.853 1.208  -1.08
6 C 2.777 -1.033 0.639  -0.34
7 N -0.641 1.083 -0.166  -0.29
8 H 3.124 -2.057 0.773  0.29
9 H -0.200 0.516 0.575  0.43
10 C 0.909 -1.419 -1.743  -0.78
11 H 3.514 -0.222 0.586  0.28
12 H -2.066 2.818 1.279  0.33
13 C -2.131 1.143 -0.076  -0.34
14 H -2.419 1.224 2.099  0.35
15 N 1.527 -0.770 0.514  -0.35
16 C 0.794 -1.535 -0.411  -0.13
17 H -0.171 1.991 -0.095  0.36
18 H -0.263 0.672 -1.026  0.31
19 H -3.639 2.074 1.164  0.34
20 H -2.447 1.704 -0.962  0.35

As for the LUMO energy: -3.31 eV. The calculated total energy is -8367.4536 eV. The highest occupied orbital energy is -13.00 eV. As for the largest force on an atom: 2.5 eV/A. Its net charge is +1. The spin multiplicity is 1. As for the frontier orbital gap: 9.687 eV.

***

Computed, not measured: an isolated ion of composition C5H13N2 and charge +1 in a non-equilibrium geometry, with wB97M-V/def2-TZVPD.

Last column: Mulliken charge in e.
CARTESIAN COORDINATES (ANGSTROEM)
1 H -1.610 -2.842 0.542  0.41
2 H -1.002 1.386 -0.182  0.38
3 C -0.610 -2.421 0.552  -1.33
4 H 2.234 2.611 -0.700  0.32
5 C 2.194 1.540 -0.710  -1.05
6 C 0.632 -0.448 -0.362  -0.74
7 H 0.086 2.583 0.603  0.38
8 H 2.995 0.939 -1.115  0.31
9 H 1.458 -0.986 0.081  0.44
10 H -0.071 -2.791 -0.290  0.39
11 H -0.296 -0.480 1.491  0.34
12 H -2.521 -0.665 -0.203  0.21
13 N -0.132 2.012 -0.212  -0.21
14 H -0.034 2.608 -1.028  0.41
15 H -0.047 -2.747 1.425  0.33
16 N -1.808 -0.109 0.229  -0.66
17 H -2.240 0.270 1.060  0.26
18 C 1.055 1.005 -0.306  0.27
19 C -0.592 -0.895 0.516  0.22
20 H 0.309 -0.571 -1.389  0.33

As for the LUMO energy: -3.30 eV. The calculated total energy is -8368.5572 eV. The highest occupied orbital energy is -14.11 eV. As for the largest force on an atom: 2.5 eV/A. Its net charge is +1. The spin multiplicity is 1. Its SMILES is C=C([NH3+])C[C@H](C)N. As for the frontier orbital gap: 10.812 eV.

***

Computed, not measured: a 2-piece molecular cluster, C5H13N2 overall, with wB97M-V/def2-TZVPD.

Last column: Mulliken charge in e.
CARTESIAN COORDINATES (ANGSTROEM)
1 H 1.162 0.811 2.889  0.39
2 C -2.129 -0.511 0.133  -0.98
3 C 0.917 -0.379 -1.948  0.19
4 H -1.202 1.371 2.563  0.28
5 H 1.221 -0.078 1.384  0.03
6 H 1.992 0.597 -0.536  0.22
7 N 0.781 -1.526 -1.343  -0.26
8 H -2.653 -0.428 -0.807  0.34
9 H -2.163 -1.466 0.648  0.28
10 C -1.483 0.523 0.656  0.02
11 H 1.155 -1.671 -0.419  0.26
12 N 1.608 0.622 -1.469  -0.26
13 C 0.715 0.741 1.899  -0.88
14 H -1.496 1.464 0.114  0.35
15 H 0.458 -0.257 -2.918  0.38
16 H 0.193 -2.246 -1.726  0.26
17 H -1.032 -0.367 2.551  0.33
18 H 1.599 1.522 -1.920  0.25
19 C -0.797 0.536 1.991  -0.46
20 H 0.938 1.679 1.385  0.28

As for the LUMO energy: -3.63 eV. The calculated total energy is -8369.3453 eV. The highest occupied orbital energy is -13.17 eV. As for the largest force on an atom: 0.3 eV/A. Its net charge is +1. The spin multiplicity is 1. As for the frontier orbital gap: 9.540 eV.

***

The lowest largest force on an atom belongs to which entry? number 10

***

What is the formula in the seventh record? C5H13N2

***

Look up the spin multiplicity of the sixth one. 1